The following is a quantum chemistry calculation of C31H32N7O6S2W as an isolated structure, from OMol25.

The calculation puts the gap between HOMO and LUMO (alpha / beta) at 5.46 / 5.53 eV. Its net charge is -1. The lowest unoccupied orbital energy (alpha / beta) comes out at 0.078 / 0.079 Eh. The calculation puts the energy relative to the best compared isomer or geometry (same formula, charge and spin) at 0.462 eV. The calculation puts the total energy at -78877.7870 eV.

Element x y z (Å)
W  -0.090  -0.141  0.392
N  3.132  -1.387  -2.937
C  2.210  -1.095  -1.934
S  0.959  0.019  -2.491
N  2.437  -1.575  -0.774
N  1.652  -1.137  0.286
C  2.143  -1.601  1.476
C  1.553  -1.112  2.615
C  1.987  -1.393  3.949
C  1.402  -0.770  4.998
C  0.351  0.168  4.761
C  -0.039  0.401  3.484
N  0.516  -0.216  2.403
H  2.723  -1.522  -3.849
H  3.787  -2.104  -2.660
H  3.007  -2.248  1.471
H  2.795  -2.099  4.090
H  1.732  -0.972  6.009
H  -0.128  0.691  5.577
H  -0.828  1.108  3.254
O  -1.851  0.594  0.915
C  -2.910  0.146  1.450
C  -3.091  -1.239  1.751
C  -4.274  -1.665  2.367
C  -4.450  -2.987  2.690
C  -3.462  -3.948  2.427
C  -2.296  -3.548  1.834
C  -2.070  -2.196  1.477
O  -0.945  -1.890  0.898
N  -5.694  -3.403  3.323
O  -5.832  -4.584  3.596
O  -6.546  -2.557  3.544
H  -3.669  0.868  1.753
H  -5.057  -0.953  2.591
H  -3.635  -4.978  2.697
H  -1.505  -4.254  1.618
C  5.102  4.881  -3.589
C  4.285  4.311  -2.461
C  3.723  5.142  -1.498
C  2.985  4.617  -0.446
C  2.806  3.248  -0.356
C  3.377  2.400  -1.296
C  4.106  2.934  -2.343
S  1.885  2.516  0.974
O  2.660  1.403  1.429
O  1.592  3.570  1.916
N  0.525  1.957  0.240
C  -0.272  2.911  -0.422
C  -0.290  4.290  -0.141
C  -1.102  5.116  -0.891
C  -1.899  4.589  -1.897
C  -1.833  3.221  -2.085
N  -1.049  2.413  -1.384
H  4.812  5.910  -3.806
H  4.979  4.293  -4.499
H  6.165  4.882  -3.339
H  3.860  6.215  -1.573
H  2.556  5.261  0.310
H  3.257  1.330  -1.191
H  4.540  2.268  -3.080
H  0.285  4.693  0.675
H  -1.118  6.178  -0.674
H  -2.549  5.206  -2.501
H  -2.438  2.738  -2.848
C  -1.174  -1.768  -3.930
C  -1.159  -1.865  -2.398
C  -0.389  -3.126  -2.002
C  -2.619  -1.984  -1.946
C  -0.601  -0.581  -1.747
H  -1.696  -2.630  -4.357
H  -0.165  -1.744  -4.342
H  -1.689  -0.860  -4.256
H  -0.883  -4.011  -2.415
H  -0.327  -3.229  -0.920
H  0.629  -3.104  -2.396
H  -3.079  -2.880  -2.375
H  -3.193  -1.116  -2.281
H  -2.706  -2.046  -0.864
H  -1.253  0.242  -2.057

Here are the Mulliken charges for atoms 1 to 2, given in e: number 1, W, carries 0.14; number 2, N, carries -0.56